The following is a quantum chemistry calculation of a cluster of 6 separate species, C25H59O8P in total at a distorted geometry, from OMol25.

XYZ file:
```
93
Properties=species:S:1:pos:R:3
C -1.8580 -2.2038 2.0728
P -1.8107 -3.6800 3.2412
O -3.2542 -3.5250 4.1976
C -0.3902 -3.5626 4.4806
C 1.0557 -4.0917 4.0389
C 2.0992 -2.9498 4.5456
O 1.1933 -1.7980 4.6103
C -0.0508 -2.1749 5.1919
O -0.6255 -1.5227 6.0695
H -2.8358 -2.2604 1.4672
H -1.0040 -2.1861 1.3158
H -1.9095 -1.2091 2.6421
H -3.5581 -4.4619 4.2578
H -0.7389 -4.2599 5.3290
H 1.2367 -5.1076 4.5299
H 0.9859 -4.0671 2.8983
H 2.9761 -2.7724 3.8286
H 2.5033 -3.2437 5.5717
C 0.9295 -7.8644 8.8025
C 1.1922 -8.3130 7.3754
O 2.0030 -7.4100 6.6363
C 3.3138 -7.1829 7.1350
C 4.1707 -8.4360 7.1834
H 0.5148 -6.8534 8.8183
H 0.2271 -8.5425 9.2920
H 1.8474 -7.8497 9.3949
H 0.2383 -8.3725 6.8459
H 1.6243 -9.3191 7.3502
H 3.2688 -6.6980 8.1156
H 3.7806 -6.4647 6.4562
H 3.7809 -9.1615 7.9008
H 5.1923 -8.1885 7.4795
H 4.1936 -8.9244 6.2058
C 6.3896 -2.1378 1.8950
C 5.4737 -3.1906 1.2954
O 4.2787 -2.6551 0.7430
C 4.4332 -1.7341 -0.3276
C 5.1252 -2.3265 -1.5432
H 5.8509 -1.5298 2.6263
H 7.2426 -2.6102 2.3874
H 6.7781 -1.4604 1.1309
H 5.1658 -3.8779 2.0874
H 6.0002 -3.7942 0.5483
H 4.9478 -0.8318 0.0182
H 3.4253 -1.4243 -0.6141
H 6.1620 -2.5922 -1.3252
H 5.1297 -1.6095 -2.3668
H 4.6169 -3.2376 -1.8692
C -3.9160 1.2348 -2.5242
C -3.2939 1.0424 -1.1523
O -2.4451 -0.0945 -1.0674
C -1.3126 -0.1038 -1.9241
C -0.3528 1.0469 -1.6747
H -4.4345 0.3271 -2.8430
H -4.6289 2.0618 -2.5075
H -3.1602 1.4611 -3.2802
H -4.0932 0.8835 -0.4245
H -2.7569 1.9418 -0.8320
H -1.6287 -0.1335 -2.9720
H -0.7900 -1.0444 -1.7323
H -0.8086 2.0095 -1.9168
H 0.5430 0.9368 -2.2897
H -0.0583 1.0811 -0.6225
C -6.4887 4.7408 -6.8024
C -5.8668 4.5473 -5.4304
O -5.0190 3.4108 -5.3463
C -3.8859 3.4016 -6.2029
C -2.9257 4.5514 -5.9522
H -7.0074 3.8334 -7.1216
H -7.2017 5.5681 -6.7846
H -5.7329 4.9675 -7.5582
H -6.6663 4.3880 -4.7029
H -5.3297 5.4464 -5.1093
H -4.2017 3.3729 -7.2510
H -3.3638 2.4607 -6.0119
H -3.3816 5.5144 -6.1937
H -2.0299 4.4420 -6.5667
H -2.6315 4.5852 -4.9000
C -2.2200 9.1144 -5.1372
C -1.4843 8.3410 -4.0568
O -0.4153 7.5483 -4.5549
C 0.6371 8.2434 -5.2083
C 1.3520 9.2422 -4.3147
H -2.5589 8.4419 -5.9293
H -3.0863 9.6288 -4.7152
H -1.5780 9.8671 -5.6011
H -2.1857 7.6498 -3.5831
H -1.1254 9.0090 -3.2665
H 0.2669 8.7243 -6.1197
H 1.3541 7.4839 -5.5291
H 0.6922 10.0613 -4.0198
H 2.2094 9.6743 -4.8349
H 1.7003 8.7584 -3.3986
```

Values from the calculation:
- DFT total energy (a.u.) = -1931.07137
- spin multiplicity = 1
- orbital gap (eV) = 8.87
- max |F| (eV/Å) = 4.17
- HOMO level (Eh) = -0.3023
- SMILES string = CP(O)[C@H]1CCOC1=O.CCOCC.CCOCC.CCOCC.CCOCC.CCOCC

The following is a quantum chemistry calculation of a structure of composition C25H60GaN2O5, from OMol25.

XYZ file:
```
93
Properties=species:S:1:pos:R:3
C 1.5573 1.0877 0.9811
O 0.7449 1.8171 0.0863
C -0.1693 1.0066 -0.6309
C -1.4285 0.6579 0.1596
C -2.1475 -0.5689 -0.4105
C -1.5707 -1.8932 0.0958
C -1.8724 -2.1557 1.5799
C -0.6423 -2.4712 2.4297
C -0.9159 -2.4238 3.9367
C -0.6505 -1.0511 4.5774
C -0.2411 -1.1223 6.0568
C 1.2722 -1.2278 6.2960
C 1.7925 -2.6531 6.4808
C 3.3222 -2.7275 6.6054
Ga 4.0347 -2.9771 8.5117
H 0.9926 0.3581 1.5693
H 2.0172 1.7995 1.6664
H 2.3479 0.5504 0.4406
H -0.4358 1.5805 -1.5226
H 0.3290 0.0862 -0.9753
H -2.1047 1.5168 0.1519
H -1.1505 0.4946 1.2061
H -2.0910 -0.5301 -1.5059
H -3.2147 -0.5200 -0.1768
H -0.4845 -1.8996 -0.0593
H -1.9623 -2.7092 -0.5178
H -2.3774 -1.2821 2.0092
H -2.5749 -2.9896 1.6747
H -0.2463 -3.4515 2.1472
H 0.1435 -1.7490 2.1843
H -1.9655 -2.6898 4.1092
H -0.3214 -3.1806 4.4490
H -1.5417 -0.4231 4.4723
H 0.1432 -0.5468 4.0138
H -0.6443 -0.2548 6.5862
H -0.7261 -1.9980 6.5062
H 1.8127 -0.7739 5.4554
H 1.5466 -0.6424 7.1787
H 1.3195 -3.0569 7.3856
H 1.4232 -3.2666 5.6466
H 3.7091 -3.5485 5.9936
H 3.7617 -1.8090 6.1950
H 2.8048 -3.4453 9.4619
H 5.2154 -4.0935 8.4959
H 4.6401 -1.5833 9.0944
C 5.6503 -2.1154 -2.1423
O 4.7807 -1.1248 -2.6475
C 4.1349 -0.3482 -1.6450
C 4.5667 1.0982 -1.7255
N 5.9658 1.2416 -1.3618
C 6.5068 2.5839 -1.5065
C 6.5450 3.1857 -2.9059
O 7.4245 2.5176 -3.7935
C 6.8589 1.4478 -4.5227
H 6.0179 -2.6837 -2.9952
H 6.5037 -1.6866 -1.6050
H 5.1289 -2.7969 -1.4624
H 4.3502 -0.7540 -0.6519
H 3.0555 -0.4061 -1.8143
H 3.9569 1.6848 -1.0310
H 4.3395 1.4566 -2.7406
H 6.5192 0.5913 -1.9055
H 7.5267 2.5791 -1.1149
H 5.9241 3.2568 -0.8676
H 6.9178 4.2094 -2.8205
H 5.5436 3.2378 -3.3510
H 5.8059 1.6358 -4.7549
H 6.9236 0.4939 -3.9910
H 7.4138 1.3585 -5.4566
C -6.7402 4.3457 -4.6100
O -7.5803 3.2752 -4.2380
C -7.7661 2.2920 -5.2475
C -7.1939 0.9628 -4.8104
N -5.7474 1.0348 -4.7046
C -5.1073 -0.1637 -4.1799
C -5.4363 -0.5741 -2.7499
O -4.9750 0.3412 -1.7763
C -5.8544 1.3961 -1.4459
H -6.7423 5.0554 -3.7848
H -5.7105 4.0217 -4.7979
H -7.1097 4.8496 -5.5097
H -7.2907 2.6155 -6.1789
H -8.8396 2.1839 -5.4263
H -7.4547 0.2070 -5.5586
H -7.6899 0.6769 -3.8713
H -5.4974 1.8282 -4.1273
H -4.0261 -0.0213 -4.2443
H -5.3582 -1.0019 -4.8396
H -4.9208 -1.5166 -2.5479
H -6.5102 -0.7531 -2.6116
H -6.9008 1.0876 -1.5358
H -5.7027 2.2814 -2.0712
H -5.6575 1.6726 -0.4103
```

Values from the calculation:
- DFT total energy (a.u.) = -3398.87944
- spin multiplicity = 1
- orbital gap (eV) = 6.16
- max |F| (eV/Å) = 0.17
- total charge = -1
- energy above the lowest of the compared OMol25 structures with the same formula, charge and spin (eV) = 0.0000
- HOMO level (Eh) = -0.1591

The following is a quantum chemistry calculation of a structure of composition C25H61As2F12N6O21 at a distorted geometry, from OMol25.

XYZ file:
```
127
Properties=species:S:1:pos:R:3
C 1.7415 -0.2140 -1.9576
C 1.4680 1.2413 -2.0339
C 0.0242 1.4708 -1.8888
O -0.4994 1.0933 -0.5618
C -1.9007 1.2529 -0.4731
N 2.0797 1.9935 -0.8715
H 1.3666 2.6374 -0.4755
H 2.2871 1.3992 -0.1220
H 2.8472 2.5735 -1.1970
H 1.0082 -0.6507 -2.6543
H 1.6944 -0.6678 -0.9559
H 2.7393 -0.3915 -2.3822
H 1.8770 1.6317 -3.0155
H -0.4139 0.9268 -2.7168
H -0.3007 2.5283 -2.0975
H -2.2061 2.3047 -0.7711
H -2.1737 1.0984 0.5833
H -2.3970 0.5034 -1.0994
C -5.4007 1.4553 6.7613
C -3.9766 1.3406 6.3361
C -3.9258 1.7877 4.8833
O -2.5728 2.1017 4.4897
C -2.5117 2.6110 3.1460
N -3.0015 2.1635 7.1277
H -1.3492 1.5586 7.3962
H -2.9038 3.0527 6.6751
H -3.2370 2.3406 8.1015
H -5.7046 2.4585 6.5524
H -5.6497 1.2827 7.8111
H -5.9472 0.7644 6.1558
H -3.5794 0.3219 6.4715
H -4.5709 2.5771 4.5910
H -4.3033 0.9218 4.4138
H -1.7772 2.0095 2.6017
H -2.1259 3.6229 3.1490
H -3.4522 2.6484 2.5521
C 0.6328 4.5171 -5.2661
C 1.9245 5.1311 -5.5859
O 2.1755 6.2110 -6.0243
N 3.1210 4.2843 -5.1448
H 3.3671 4.6335 -4.1587
H 2.8889 3.2394 -5.0544
C 4.3199 4.5028 -6.0368
H 0.7913 3.5216 -5.6660
H -0.1557 4.9756 -5.8356
H 0.5157 4.4233 -4.2209
H 5.0766 3.8031 -5.8507
H 4.7308 5.4773 -5.9949
H 3.9537 4.3445 -7.0443
C -5.7063 -3.9461 -0.1189
C -6.0812 -3.3201 -1.4726
O -6.3029 -4.0287 -2.4207
N -6.0681 -1.9354 -1.5079
H 0.8147 -7.0475 4.5854
H -6.0067 -1.3544 -0.6764
C -6.5618 -1.2185 -2.6944
H -4.6587 -4.2354 -0.2290
H -6.3507 -4.8524 0.0431
H -5.8448 -3.2674 0.6968
H -6.6074 -0.1804 -2.4154
H -7.5194 -1.5873 -3.0674
H -5.8505 -1.3603 -3.5255
C -0.7172 -4.7706 -1.3865
C 0.7696 -4.4827 -1.7703
O 1.6167 -5.0019 -1.1249
N 0.9346 -3.7195 -2.8117
H 0.1176 -3.4554 -3.3659
H 7.5160 1.5556 -2.3808
C 2.2057 -3.3905 -3.4487
H -1.4769 -4.2215 -1.9788
H -0.9412 -4.6282 -0.3567
H -0.8466 -5.7980 -1.6662
H 2.2730 -3.6523 -4.4745
H 2.9570 -3.8854 -2.8729
H 2.2465 -2.2753 -3.4082
C 2.4957 -3.2770 1.5676
C 2.6749 -3.3274 3.0615
O 3.5202 -3.9944 3.6398
N 1.8271 -2.5414 3.7943
H 1.8020 -2.7597 4.7768
H 2.7455 -0.9726 3.3131
C 0.5461 -2.3305 3.1900
H 1.4914 -3.4198 1.2344
H 3.1419 -3.9805 1.0368
H 2.7490 -2.3038 1.1001
H 0.5944 -2.2292 2.0880
H 0.1703 -1.3659 3.4670
H -0.1499 -3.1661 3.4250
As -6.2958 1.4650 1.4566
F -7.4772 2.5473 0.8511
F -7.5662 0.5622 2.1866
F -5.0703 0.2500 1.9156
F -5.0201 2.3427 0.7125
F -6.1143 2.3085 2.9497
F -6.5251 0.4699 -0.0766
As 3.3048 0.3150 -6.2664
F 2.6953 1.2567 -7.5462
F 2.3932 1.5284 -5.2421
F 3.7853 -0.3895 -4.7220
F 4.2080 -0.6990 -7.2778
F 4.7218 1.4041 -6.2092
F 1.8962 -0.6432 -6.2389
O 1.6631 0.9660 6.7700
C 0.2930 0.6553 6.6747
O -0.3610 1.3423 7.5781
O -0.0706 -0.0060 5.7736
H 1.8758 1.3723 7.5951
O 5.6291 0.2049 -0.3913
C 6.6044 0.1959 -1.4118
O 6.8357 1.4932 -1.7001
O 7.0739 -0.7920 -1.8890
H 5.4433 -0.7194 -0.2062
O 5.2836 3.6019 -3.1373
C 4.2824 4.0744 -2.2908
O 3.6174 5.0126 -2.7850
O 4.0718 3.5422 -1.1953
H 5.8426 3.0053 -2.6438
O 3.6700 1.6128 2.1811
C 3.3124 0.3449 2.0853
O 2.9226 -0.1742 1.0501
O 3.2690 -0.1156 3.2775
H 3.6985 1.8484 1.2485
O 0.0595 -5.8972 1.9514
C 0.4703 -6.8076 2.8746
O 0.4382 -7.9899 2.5640
O 0.8902 -6.3454 3.9690
H 0.1354 -6.2300 1.0780
```

Values from the calculation:
- DFT total energy (a.u.) = -8568.20184
- spin multiplicity = 1
- orbital gap (eV) = 8.87
- max |F| (eV/Å) = 6.54
- total charge = -1
- HOMO level (Eh) = -0.2680

The following is a quantum chemistry calculation of a cluster of 4 separate species, C25H61BIN3O in total, from OMol25.

XYZ file:
```
92
Properties=species:S:1:pos:R:3
C 5.5694 -6.9721 -0.6059
O 5.5388 -5.6751 -0.0448
C 5.8052 -4.5918 -0.9198
C 4.5308 -3.9126 -1.3908
C 3.5939 -4.8427 -2.1568
C 2.4541 -4.0984 -2.8498
C 1.4752 -3.4283 -1.8690
C -0.0226 -3.7607 -2.1087
B -0.4273 -5.1763 -1.6014
I 0.0830 -6.9774 -2.5999
H 6.3092 -7.5765 -0.0746
H 4.5901 -7.4476 -0.5082
H 5.8381 -6.9477 -1.6661
H 6.4283 -3.8855 -0.3656
H 6.3896 -4.9425 -1.7809
H 4.0214 -3.4977 -0.5155
H 4.8053 -3.0638 -2.0298
H 4.1688 -5.4073 -2.8998
H 3.1650 -5.5826 -1.4720
H 2.8832 -3.3360 -3.5100
H 1.9152 -4.7905 -3.4988
H 1.5731 -2.3414 -1.9452
H 1.7438 -3.6803 -0.8379
H -0.6251 -3.0318 -1.5561
H -0.2439 -3.6236 -3.1730
H -1.0449 -5.3558 -0.6030
C 0.6199 3.5516 -4.1746
C 1.7865 2.6859 -3.7260
N 1.3822 1.6211 -2.8242
C 2.4829 0.9711 -2.1357
C 3.4390 0.1139 -2.9674
C 0.3435 0.7319 -3.3240
C 0.5832 0.0121 -4.6572
H 0.0673 3.9242 -3.3107
H 0.9883 4.4045 -4.7457
H -0.0738 3.0052 -4.8152
H 2.5013 3.3051 -3.1768
H 2.3222 2.3183 -4.6162
H 2.0413 0.3384 -1.3588
H 3.0503 1.7465 -1.6132
H 2.9365 -0.7932 -3.3033
H 4.2942 -0.1863 -2.3582
H 3.8279 0.6323 -3.8450
H -0.5808 1.3085 -3.4124
H 0.1529 -0.0086 -2.5402
H 0.9680 0.6956 -5.4162
H -0.3604 -0.3918 -5.0290
H 1.2844 -0.8165 -4.5685
C -3.7701 0.2107 2.8206
C -3.7366 0.7313 1.3919
N -2.4598 0.5063 0.7400
C -2.2776 1.2746 -0.4792
C -3.2076 0.9835 -1.6617
C -1.9970 -0.8733 0.7005
C -2.9062 -1.9132 0.0354
H -2.9287 0.6081 3.3900
H -4.6961 0.5205 3.3075
H -3.7272 -0.8785 2.8634
H -3.8881 1.8152 1.4080
H -4.5962 0.3130 0.8438
H -1.2400 1.1350 -0.7966
H -2.3757 2.3323 -0.2138
H -2.9794 0.0284 -2.1348
H -3.0882 1.7622 -2.4180
H -4.2559 0.9733 -1.3594
H -1.8021 -1.1934 1.7268
H -1.0239 -0.8641 0.2008
H -3.9378 -1.8175 0.3792
H -2.5681 -2.9191 0.2939
H -2.9090 -1.8313 -1.0510
C -1.6828 5.7005 6.9879
C -1.3144 5.1268 5.6288
N -1.7644 3.7572 5.4528
C -1.1654 3.0866 4.3105
C -1.4705 3.6344 2.9133
C -3.1882 3.5259 5.6507
C -4.1698 4.3324 4.7923
H -1.3353 5.0441 7.7870
H -1.2193 6.6794 7.1158
H -2.7600 5.8327 7.0983
H -0.2250 5.1122 5.5300
H -1.6816 5.8077 4.8441
H -1.4649 2.0366 4.3574
H -0.0812 3.1020 4.4593
H -2.4965 3.4309 2.6074
H -0.8159 3.1541 2.1832
H -1.3018 4.7108 2.8536
H -3.4167 3.7146 6.7022
H -3.3592 2.4575 5.4944
H -3.9051 5.3912 4.7733
H -5.1754 4.2539 5.2099
H -4.2092 3.9804 3.7624
```

Values from the calculation:
- DFT total energy (a.u.) = -1551.12728
- spin multiplicity = 1
- orbital gap (eV) = 8.11
- max |F| (eV/Å) = 0.15
- HOMO level (Eh) = -0.2948
- SMILES string = COCCCCCCBI.CCN(CC)CC.CCN(CC)CC.CCN(CC)CC